Density functional theory data (wB97M-V/def2-TZVPD) for a single C3H7NO2 molecule.

HOMO level   -9.90 eV
Frontier orbital gap   0.3952 Ha
Energy   -323.65580 a.u.
Strongest force on any atom   2.915 eV/Å
Relative energy (zero: lowest compared OMol25 entry of this formula, charge and spin)   78.54 kcal per mole

XYZ file:
```
13
Properties=species:S:1:pos:R:3:forces:R:3:mulliken_charge:R:1
C -0.814220 1.473067 -0.016209 0.892 1.428 0.998 -0.956
C -0.436419 0.024053 0.097847 1.681 -0.425 0.130 0.614
N -1.297348 -0.908859 -0.061377 0.795 0.729 -0.025 -0.547
O -0.669533 -2.152398 -0.012819 -0.408 -0.400 0.038 -0.363
C 1.115009 -0.284691 0.396695 -0.315 -0.038 0.607 -0.396
O 1.985582 -0.113790 -0.717304 -2.160 0.455 -1.903 -0.480
H -1.800987 1.751488 0.365822 0.053 -0.476 -0.066 0.344
H -0.063617 2.067162 0.593592 -0.871 -0.676 -0.515 0.277
H -0.726884 1.943967 -1.005218 0.003 -0.658 -0.057 0.249
H -1.402721 -2.769227 -0.109355 -0.001 0.018 -0.001 0.359
H 1.307789 -1.314628 0.699989 -0.739 0.172 0.472 0.281
H 1.521067 0.398717 1.159274 -0.650 -0.166 0.030 0.271
H 1.305432 -0.161924 -1.441501 1.720 0.037 0.294 0.349
```
Forces are in eV/Å.